{"formula": "C40H69Br26F3N5O", "method": "wB97M-V/def2-TZVPD", "species": ["C", "C", "O", "C", "N", "N", "C", "C", "C", "C", "F", "C", "F", "F", "N", "C", "N", "C", "C", "C", "C", "C", "N", "H", "H", "H", "H", "H", "H", "H", "H", "H", "H", "H", "H", "H", "H", "H", "H", "H", "Br", "C", "C", "Br", "H", "H", "H", "H", "Br", "C", "C", "Br", "H", "H", "H", "H", "Br", "C", "C", "Br", "H", "H", "H", "H", "Br", "C", "C", "Br", "H", "H", "H", "H", "Br", "C", "C", "Br", "H", "H", "H", "H", "Br", "C", "C", "Br", "H", "H", "H", "H", "Br", "C", "C", "Br", "H", "H", "H", "H", "Br", "C", "C", "Br", "H", "H", "H", "H", "Br", "C", "C", "Br", "H", "H", "H", "H", "Br", "C", "C", "Br", "H", "H", "H", "H", "Br", "C", "C", "Br", "H", "H", "H", "H", "Br", "C", "C", "Br", "H", "H", "H", "H", "Br", "C", "C", "Br", "H", "H", "H", "H"], "coordinates": [[3.416, -1.859, 1.434], [2.787, -2.976, 0.574], [2.105, -2.350, -0.531], [0.813, -1.974, -0.154], [0.523, -0.635, -0.662], [1.505, 0.162, -1.098], [1.020, 1.324, -1.525], [1.958, 2.401, -2.028], [3.065, 2.584, -0.955], [2.457, 2.909, 0.374], [1.766, 4.071, 0.522], [2.534, 2.111, 1.487], [1.503, 1.471, 2.014], [3.636, 1.922, 2.173], [-0.316, 1.274, -1.397], [-0.602, 0.088, -0.845], [-1.827, -0.298, -0.526], [-2.197, -1.542, 0.125], [-2.086, -1.528, 1.537], [-2.451, -2.687, 2.181], [-2.897, -3.707, 1.351], [-2.938, -3.628, -0.009], [-2.568, -2.510, -0.653], [2.771, -0.973, 1.411], [3.598, -2.193, 2.454], [4.336, -1.563, 0.917], [2.115, -3.590, 1.184], [3.560, -3.639, 0.187], [0.640, -2.077, 0.923], [0.119, -2.670, -0.644], [2.501, 0.004, -1.123], [1.429, 3.359, -2.054], [2.372, 2.200, -3.015], [3.673, 1.683, -0.811], [3.741, 3.402, -1.234], [-2.590, 0.334, -0.739], [-1.727, -0.658, 2.071], [-2.396, -2.791, 3.256], [-3.229, -4.634, 1.811], [-3.268, -4.477, -0.597], [-4.573, 3.051, -0.221], [-6.000, 1.993, 0.588], [-5.485, 1.172, 1.737], [-4.480, -0.377, 1.095], [-6.435, 1.396, -0.207], [-6.736, 2.719, 0.933], [-6.310, 0.764, 2.318], [-4.822, 1.723, 2.396], [5.646, -4.754, 0.984], [6.519, -3.758, -0.444], [6.754, -4.622, -1.655], [8.252, -5.830, -1.390], [7.434, -3.349, -0.028], [5.837, -2.942, -0.684], [7.026, -4.010, -2.512], [5.895, -5.237, -1.909], [-1.063, 4.475, -2.317], [-1.050, 6.190, -3.235], [-0.624, 6.036, -4.669], [1.301, 5.776, -4.813], [-0.402, 6.849, -2.667], [-2.073, 6.556, -3.177], [-0.832, 6.943, -5.233], [-1.093, 5.191, -5.164], [-9.756, 4.625, 0.568], [-8.772, 4.514, -1.103], [-9.381, 3.509, -2.045], [-8.954, 1.687, -1.506], [-7.742, 4.280, -0.846], [-8.818, 5.514, -1.529], [-8.961, 3.620, -3.043], [-10.463, 3.574, -2.102], [10.397, -8.086, 2.269], [11.980, -7.928, 1.146], [11.616, -7.889, -0.312], [11.147, -9.652, -0.986], [12.632, -8.757, 1.401], [12.451, -6.993, 1.444], [12.467, -7.574, -0.913], [10.771, -7.240, -0.518], [-7.579, 5.413, 3.285], [-8.339, 6.988, 4.134], [-9.478, 6.627, 5.049], [-11.096, 6.205, 4.051], [-8.631, 7.662, 3.334], [-7.523, 7.433, 4.700], [-9.741, 7.475, 5.678], [-9.265, 5.766, 5.675], [-10.615, 9.524, 2.363], [-9.841, 10.433, 0.829], [-9.641, 9.482, -0.320], [-8.095, 8.331, -0.032], [-8.917, 10.893, 1.165], [-10.554, 11.211, 0.563], [-9.425, 10.028, -1.236], [-10.494, 8.829, -0.481], [4.425, -6.955, 6.653], [5.378, -6.012, 5.241], [5.650, -6.899, 4.056], [7.120, -8.123, 4.393], [6.284, -5.610, 5.686], [4.721, -5.192, 4.955], [5.964, -6.299, 3.206], [4.794, -7.505, 3.773], [-1.180, -1.400, -3.653], [-2.220, -1.466, -5.298], [-3.377, -2.420, -5.170], [-2.794, -4.271, -5.293], [-1.534, -1.732, -6.096], [-2.576, -0.450, -5.453], [-4.075, -2.283, -5.993], [-3.906, -2.318, -4.227], [4.013, 7.439, -9.018], [3.319, 9.009, -8.101], [2.203, 8.648, -7.159], [0.543, 8.302, -8.116], [3.015, 9.714, -8.869], [4.165, 9.416, -7.551], [1.981, 9.480, -6.493], [2.415, 7.763, -6.569], [-8.536, 1.037, 4.402], [-7.909, -0.182, 5.783], [-6.665, 0.330, 6.457], [-5.094, 0.089, 5.333], [-7.766, -1.147, 5.306], [-8.726, -0.250, 6.497], [-6.461, -0.239, 7.362], [-6.715, 1.387, 6.701], [10.518, -7.241, -5.062], [11.981, -8.349, -5.715], [12.640, -9.104, -4.593], [13.796, -7.947, -3.540], [12.664, -7.691, -6.243], [11.525, -9.038, -6.422], [13.293, -9.880, -4.985], [11.927, -9.547, -3.904], [1.568, -3.923, 4.039], [2.037, -3.843, 5.931], [1.355, -4.933, 6.711], [-0.524, -4.520, 7.010], [1.780, -2.847, 6.277], [3.118, -3.968, 5.965], [1.792, -5.021, 7.703], [1.393, -5.897, 6.214]], "mulliken_charge": [-0.467, -0.006, -0.580, -0.587, 1.122, -0.318, 0.186, -0.060, -1.169, 0.673, -0.294, 0.184, -0.138, -0.219, -0.328, -0.732, 0.702, -0.917, 0.221, -0.590, -0.406, -0.959, -0.145, -0.018, 0.385, 0.214, 0.160, 0.072, 0.465, 0.290, 0.331, -0.153, 0.393, 0.366, 0.485, 0.253, 0.656, 0.632, 0.457, 0.504, -0.180, -0.402, -0.352, -0.011, 0.284, 0.302, 0.054, 0.442, -0.086, -0.471, -0.606, -0.126, 0.522, 0.155, 0.407, 0.382, -0.075, -0.653, -0.513, -0.119, 0.381, 0.358, 0.321, 0.375, -0.042, -0.410, -0.566, -0.146, 0.105, 0.311, 0.391, 0.374, -0.127, -0.623, 0.058, -0.118, 0.393, 0.367, 0.141, -0.127, -0.124, -0.092, -0.623, -0.154, -0.108, 0.345, 0.344, 0.404, -0.118, -0.613, -0.545, -0.163, 0.356, 0.353, 0.359, 0.370, -0.156, -0.155, -0.262, -0.135, 0.453, -0.056, -0.245, 0.446, 0.022, -0.649, -0.604, -0.129, 0.368, 0.349, 0.388, 0.331, -0.137, -0.583, -0.420, -0.138, 0.387, 0.350, 0.351, 0.154, -0.120, -0.618, -0.560, -0.118, 0.361, 0.365, 0.338, 0.362, -0.126, -0.598, -0.433, -0.132, 0.379, 0.338, 0.344, 0.228, -0.046, -0.530, -0.653, -0.166, 0.452, 0.196, 0.406, 0.372], "max_force_ev_per_a": 2.74, "homo_ha": -0.39402, "gap_ev": 8.0, "total_energy_ev": -1881346.488, "charge": 1}

---

{"formula": "C40H71BrO10SeSiTa", "method": "wB97M-V/def2-TZVPD", "species": ["Ta", "C", "C", "C", "C", "C", "C", "C", "Se", "C", "C", "C", "C", "C", "C", "O", "C", "C", "C", "C", "C", "C", "C", "C", "C", "O", "C", "C", "C", "C", "C", "C", "H", "H", "H", "H", "H", "H", "H", "H", "H", "H", "H", "H", "H", "H", "H", "H", "H", "H", "H", "H", "H", "H", "H", "H", "H", "H", "H", "H", "H", "H", "H", "H", "H", "H", "H", "H", "H", "H", "H", "H", "O", "H", "H", "O", "H", "H", "O", "O", "Br", "C", "C", "C", "C", "O", "Si", "O", "O", "C", "C", "C", "C", "O", "C", "C", "C", "C", "H", "H", "H", "H", "H", "H", "H", "H", "H", "H", "H", "H", "H", "H", "H", "H", "H", "H", "H", "H", "H", "H", "H", "H", "H", "H", "H"], "coordinates": [[0.305, 0.284, 0.353], [5.471, -3.961, -4.119], [4.336, -4.516, -3.247], [4.956, -5.339, -2.120], [3.443, -5.438, -4.089], [3.490, -3.364, -2.711], [3.287, -3.135, -1.364], [2.478, -2.070, -0.974], [2.264, -1.600, 0.855], [0.658, -2.740, 1.336], [1.124, -4.036, 1.873], [0.861, -5.168, 1.221], [0.048, -5.108, 0.006], [-0.542, -4.022, -0.540], [-0.208, -2.761, 0.088], [-0.592, -1.651, -0.312], [-1.395, -4.142, -1.809], [-2.357, -2.964, -2.017], [-0.426, -4.231, -2.998], [-2.252, -5.413, -1.753], [1.332, -6.542, 1.666], [2.073, -6.474, 2.999], [0.122, -7.475, 1.822], [2.282, -7.090, 0.591], [1.869, -1.202, -1.879], [1.103, -0.211, -1.415], [2.086, -1.402, -3.261], [2.886, -2.477, -3.613], [1.472, -0.480, -4.318], [1.952, -0.826, -5.729], [-0.056, -0.627, -4.306], [1.874, 0.976, -4.038], [6.081, -4.780, -4.502], [6.115, -3.297, -3.541], [5.093, -3.402, -4.976], [5.556, -6.144, -2.546], [4.192, -5.797, -1.489], [5.613, -4.734, -1.492], [4.028, -6.268, -4.489], [2.996, -4.908, -4.931], [2.634, -5.851, -3.482], [3.746, -3.755, -0.607], [1.673, -3.997, 2.804], [-0.112, -6.056, -0.491], [-1.841, -2.035, -2.239], [-2.991, -2.804, -1.142], [-3.007, -3.202, -2.861], [0.237, -3.365, -3.031], [-0.984, -4.276, -3.936], [0.196, -5.126, -2.928], [-2.927, -5.393, -0.895], [-1.665, -6.330, -1.707], [-2.857, -5.472, -2.658], [1.444, -6.056, 3.787], [2.986, -5.878, 2.927], [2.365, -7.479, 3.302], [-0.616, -7.053, 2.505], [0.453, -8.430, 2.233], [-0.372, -7.691, 0.874], [3.176, -6.468, 0.516], [1.807, -7.125, -0.392], [2.591, -8.104, 0.845], [3.055, -2.652, -4.665], [1.658, -1.834, -6.029], [3.035, -0.733, -5.825], [1.498, -0.130, -6.435], [-0.352, -1.628, -4.625], [-0.505, 0.090, -4.998], [-0.470, -0.463, -3.313], [2.959, 1.088, -4.074], [1.539, 1.322, -3.063], [1.445, 1.625, -4.804], [-1.167, 0.733, -1.190], [-1.968, 1.262, -0.861], [-0.754, 1.172, -1.947], [1.532, 0.920, 2.263], [1.830, 1.836, 2.132], [0.862, 0.910, 2.963], [-0.339, -0.737, 1.997], [0.011, -2.062, 2.362], [1.770, 2.346, -0.278], [-3.724, 0.069, 2.635], [-3.347, 1.245, 3.526], [-4.546, 1.734, 4.321], [-2.194, 0.880, 4.451], [-2.927, 2.371, 2.722], [-2.169, 2.512, 1.309], [-0.854, 1.542, 1.217], [-3.031, 1.985, -0.003], [-4.193, 2.595, -0.651], [-4.926, 1.447, -1.325], [-3.682, 3.602, -1.668], [-5.069, 3.263, 0.396], [-1.810, 4.058, 1.026], [-1.212, 5.057, 1.889], [-0.173, 4.403, 2.791], [-0.556, 6.061, 0.958], [-2.324, 5.698, 2.706], [-4.061, -0.765, 3.251], [-2.865, -0.270, 2.052], [-4.532, 0.342, 1.955], [-4.916, 0.943, 4.975], [-5.352, 2.036, 3.651], [-4.269, 2.591, 4.935], [-2.497, 0.097, 5.146], [-1.886, 1.754, 5.027], [-1.350, 0.508, 3.868], [-4.275, 0.942, -2.041], [-5.797, 1.822, -1.861], [-5.260, 0.719, -0.585], [-3.062, 3.108, -2.421], [-3.094, 4.377, -1.179], [-4.522, 4.068, -2.184], [-5.401, 2.542, 1.143], [-5.950, 3.684, -0.090], [-4.539, 4.072, 0.900], [0.591, 3.916, 2.179], [-0.642, 3.667, 3.449], [0.311, 5.154, 3.415], [0.209, 5.572, 0.355], [-0.091, 6.864, 1.530], [-1.300, 6.498, 0.291], [-2.814, 4.954, 3.335], [-3.069, 6.142, 2.044], [-1.920, 6.485, 3.344]], "mulliken_charge": [-1.016, -1.720, 2.021, -2.002, -1.443, -0.051, -0.626, 0.308, 0.160, 1.623, -1.166, -0.498, -0.196, 0.160, 0.153, -0.395, 2.179, -1.832, -1.510, -1.973, 1.738, -2.186, -1.654, -1.592, 0.326, 0.080, -0.503, -0.176, 2.301, -2.364, -0.802, -1.457, 0.478, 0.367, 0.310, 0.487, 0.205, 0.401, 0.500, 0.293, 0.126, 0.562, 0.689, 0.261, -0.072, 0.402, 0.605, 0.004, 0.546, 0.272, 0.421, 0.351, 0.491, 0.452, 0.364, 0.433, 0.356, 0.485, 0.324, 0.320, 0.299, 0.528, 0.469, 0.406, 0.390, 0.461, 0.151, 0.620, -0.608, 0.359, 0.052, 0.481, 0.182, 0.145, 0.264, -0.541, 0.306, 0.418, 0.334, -0.612, -0.440, -1.105, 1.922, -1.874, -1.541, 0.577, -2.203, 3.282, -0.263, 1.292, -1.596, -1.434, -1.326, -0.034, 1.559, -1.062, -1.709, -1.542, 0.606, -0.100, 0.149, 0.420, 0.357, 0.356, 0.504, 0.296, 0.013, 0.215, 0.435, 0.333, 0.280, 0.093, 0.488, 0.191, 0.606, 0.132, 0.029, 0.056, 0.595, 0.319, 0.428, 0.341, 0.119, 0.310, 0.498], "max_force_ev_per_a": 0.28, "homo_ha": -0.39450, "gap_ev": 6.6, "total_energy_ev": -207930.033, "charge": 1}

---

{"formula": "C40H73BN5O10", "method": "wB97M-V/def2-TZVPD", "species": ["C", "B", "O", "N", "C", "C", "N", "C", "C", "N", "N", "N", "O", "C", "O", "C", "C", "C", "C", "C", "C", "H", "H", "H", "H", "H", "H", "H", "H", "H", "H", "H", "H", "H", "H", "H", "H", "H", "C", "C", "C", "O", "C", "H", "H", "H", "H", "H", "H", "H", "H", "C", "C", "C", "O", "C", "H", "H", "H", "H", "H", "H", "H", "H", "C", "C", "C", "O", "C", "H", "H", "H", "H", "H", "H", "H", "H", "C", "C", "C", "O", "C", "H", "H", "H", "H", "H", "H", "H", "H", "C", "C", "C", "O", "C", "H", "H", "H", "H", "H", "H", "H", "H", "C", "C", "C", "O", "C", "H", "H", "H", "H", "H", "H", "H", "H", "C", "C", "C", "O", "C", "H", "H", "H", "H", "H", "H", "H", "H"], "coordinates": [[-4.015, -11.271, -0.316], [-4.405, -9.859, 0.249], [-5.651, -9.603, 0.711], [-3.451, -8.720, 0.390], [-2.999, -8.446, 1.777], [-2.977, -7.925, -0.545], [-2.130, -6.895, -0.334], [-1.881, -6.362, -1.512], [-0.982, -5.173, -1.674], [-1.084, -4.335, -0.483], [-2.528, -7.000, -2.479], [-3.231, -8.007, -1.868], [-3.962, -8.839, -2.655], [-5.089, -8.112, -3.221], [-5.149, -8.053, -4.382], [-6.045, -7.531, -2.243], [-7.115, -8.317, -1.825], [-8.001, -7.777, -0.902], [-7.822, -6.482, -0.426], [-6.763, -5.703, -0.875], [-5.854, -6.229, -1.788], [-4.378, -11.437, -1.328], [-2.941, -11.422, -0.266], [-4.481, -12.034, 0.305], [-6.277, -10.243, 0.357], [-2.004, -8.851, 1.906], [-3.024, -7.385, 1.985], [-3.692, -8.924, 2.458], [0.035, -5.552, -1.704], [-1.226, -4.607, -2.574], [-0.349, -3.638, -0.475], [-1.988, -3.886, -0.468], [-2.527, -6.811, -3.470], [-7.254, -9.322, -2.191], [-8.848, -8.341, -0.547], [-8.526, -6.100, 0.293], [-6.649, -4.691, -0.524], [-5.024, -5.648, -2.158], [0.553, -0.092, 2.378], [1.381, 0.649, 1.332], [2.013, -0.499, 0.562], [1.079, -1.591, 0.619], [0.064, -1.295, 1.587], [-0.261, 0.500, 2.793], [1.192, -0.418, 3.202], [0.726, 1.227, 0.676], [2.119, 1.327, 1.758], [2.948, -0.825, 1.031], [2.215, -0.250, -0.479], [-0.863, -1.061, 1.048], [-0.108, -2.174, 2.210], [-11.952, -7.971, -4.173], [-12.895, -8.632, -3.172], [-12.012, -8.736, -1.937], [-11.110, -7.624, -1.989], [-11.179, -7.010, -3.282], [-12.463, -7.467, -4.992], [-11.277, -8.717, -4.600], [-13.746, -7.978, -2.972], [-13.278, -9.597, -3.499], [-11.424, -9.662, -1.948], [-12.576, -8.696, -1.006], [-11.702, -6.054, -3.182], [-10.167, -6.816, -3.641], [4.928, 1.290, -3.607], [3.907, 0.890, -4.670], [2.838, 0.204, -3.832], [2.857, 0.842, -2.552], [4.025, 1.661, -2.441], [5.583, 2.104, -3.910], [5.549, 0.431, -3.344], [3.496, 1.782, -5.147], [4.312, 0.245, -5.448], [3.063, -0.860, -3.693], [1.839, 0.293, -4.261], [3.710, 2.708, -2.498], [4.492, 1.493, -1.470], [3.824, 3.873, 0.380], [3.567, 5.114, -0.469], [2.192, 5.543, 0.021], [2.109, 5.146, 1.394], [3.196, 4.274, 1.707], [4.878, 3.613, 0.473], [3.295, 3.015, -0.041], [4.309, 5.883, -0.242], [3.593, 4.927, -1.542], [1.395, 5.035, -0.534], [2.031, 6.619, -0.051], [3.908, 4.819, 2.336], [2.818, 3.421, 2.274], [6.092, 10.265, -0.489], [6.840, 9.876, 0.783], [6.534, 8.391, 0.881], [6.387, 7.918, -0.464], [6.300, 9.032, -1.357], [6.463, 11.177, -0.956], [5.030, 10.400, -0.273], [7.912, 10.030, 0.653], [6.527, 10.430, 1.665], [5.593, 8.213, 1.414], [7.325, 7.828, 1.377], [7.237, 9.097, -1.921], [5.484, 8.865, -2.062], [11.719, 10.540, 2.844], [11.168, 10.792, 4.244], [9.672, 10.876, 3.975], [9.412, 10.019, 2.859], [10.648, 9.637, 2.249], [12.708, 10.083, 2.836], [11.773, 11.479, 2.288], [11.387, 9.941, 4.892], [11.562, 11.690, 4.717], [9.373, 11.895, 3.707], [9.069, 10.551, 4.824], [10.840, 8.584, 2.484], [10.560, 9.738, 1.166], [-0.619, 4.417, 3.419], [-1.959, 4.828, 4.023], [-1.516, 5.661, 5.220], [-0.276, 6.265, 4.853], [0.222, 5.664, 3.651], [-0.675, 4.139, 2.367], [-0.201, 3.572, 3.974], [-2.511, 5.451, 3.316], [-2.593, 3.989, 4.305], [-1.349, 5.030, 6.101], [-2.232, 6.440, 5.484], [0.104, 6.378, 2.831], [1.280, 5.446, 3.765]], "mulliken_charge": [-0.979, 0.621, -0.571, 0.144, -1.070, 0.180, -0.663, 0.376, -0.536, -0.452, -0.389, 0.704, -0.369, -0.297, -0.401, 0.907, -0.320, -0.449, -0.708, -0.911, -0.170, 0.334, 0.318, 0.331, 0.311, 0.343, 0.416, 0.387, 0.384, 0.349, 0.176, 0.187, 0.241, 0.640, 0.375, 0.515, 0.455, 0.577, -0.760, 0.095, -0.158, -0.388, -0.474, 0.342, 0.332, 0.228, -0.106, 0.262, -0.074, 0.272, 0.364, -0.561, -0.542, -0.463, -0.308, -0.333, 0.344, 0.264, 0.267, 0.328, 0.258, 0.301, 0.258, 0.206, -0.661, -0.608, -0.487, -0.370, 0.095, 0.360, 0.281, 0.252, 0.369, 0.293, 0.277, -0.096, 0.280, 0.106, -0.311, -0.672, -0.310, -0.536, 0.460, -0.330, 0.059, 0.391, 0.299, 0.328, 0.315, 0.261, -0.689, -0.062, -0.462, -0.409, -0.366, 0.345, 0.300, -0.082, 0.376, 0.216, 0.317, 0.243, 0.287, -0.579, -0.552, -0.467, -0.317, -0.384, 0.340, 0.274, 0.262, 0.333, 0.282, 0.267, 0.280, 0.267, -0.248, -0.591, -0.516, -0.429, -0.154, 0.290, 0.157, 0.288, 0.335, 0.266, 0.302, 0.169, 0.129], "max_force_ev_per_a": 1.48, "homo_ha": -0.37089, "gap_ev": 7.8, "total_energy_ev": -71256.976, "charge": 1}